ORCA calculation (wB97M-V/def2-TZVPD) on a molecular structure, C21H42F4N2PtSi4 at a distorted geometry.

Positions of all 74 atoms, in Å:
Pt -1.137 0.854 -0.250
C 1.368 0.831 4.289
C 0.789 0.268 2.991
N -0.618 0.585 2.731
C -1.473 -0.221 3.598
C -2.908 0.248 3.709
C -0.899 2.013 2.721
C 0.019 2.806 1.771
N 0.401 2.031 0.600
C 1.563 2.333 -0.035
C 2.146 1.380 -0.890
F 1.523 0.183 -1.037
C 3.315 1.594 -1.583
F 3.763 0.618 -2.398
C 4.042 2.764 -1.448
C 3.505 3.714 -0.603
F 4.146 4.890 -0.430
C 2.307 3.528 0.064
F 1.840 4.582 0.778
H 2.378 0.446 4.429
H 0.787 0.554 5.169
H 1.434 1.919 4.261
H 0.874 -0.822 2.989
H 1.373 0.629 2.146
H -1.057 -0.287 4.613
H -1.467 -1.238 3.196
H -2.997 1.216 4.200
H -3.480 -0.478 4.285
H -3.397 0.336 2.732
H -0.807 2.468 3.720
H -1.935 2.150 2.402
H 0.911 3.105 2.325
H -0.516 3.729 1.511
H 4.964 2.930 -1.979
C -5.286 -2.628 -1.035
Si -3.652 -2.325 -0.172
C -2.267 -3.170 -1.095
C -3.765 -3.059 1.555
Si -3.121 -0.019 0.032
Si -4.854 1.625 0.056
C -6.412 1.002 -0.773
C -4.192 3.169 -0.779
C -5.290 2.131 1.811
Si -1.685 0.793 -2.487
C -1.226 2.456 -3.214
C -3.451 0.382 -3.016
C -0.627 -0.520 -3.313
H -5.451 -3.707 -1.069
H -5.297 -2.253 -2.057
H -6.120 -2.173 -0.504
H -2.234 -4.224 -0.815
H -1.302 -2.719 -0.868
H -2.416 -3.113 -2.171
H -4.141 -4.083 1.510
H -4.435 -2.487 2.195
H -2.788 -3.086 2.033
H -6.238 0.659 -1.790
H -7.140 1.816 -0.807
H -6.854 0.177 -0.214
H -4.340 3.169 -1.858
H -3.122 3.271 -0.592
H -4.702 4.043 -0.370
H -5.618 1.297 2.430
H -6.100 2.862 1.778
H -4.439 2.600 2.304
H -1.686 3.287 -2.682
H -1.552 2.488 -4.257
H -0.145 2.601 -3.190
H -4.193 1.074 -2.632
H -3.714 -0.626 -2.684
H -3.533 0.390 -4.104
H 0.326 -0.677 -2.813
H -0.419 -0.212 -4.340
H -1.152 -1.470 -3.344

Computed properties:
- energy above the lowest of the compared OMol25 structures with the same formula, charge and spin (kJ/mol) = 0.0
- E_tot (eV) = -71067.2414
- charge = 0
- HOMO energy (eV) = -7.00

=====

ORCA calculation (wB97M-V/def2-TZVPD) on 5 unconnected molecules or ions with the total composition C21H42NO10S5 at a distorted geometry.

Positions of all 79 atoms, in Å:
O 0.925 2.712 6.906
C 1.270 2.423 5.730
O 2.490 2.637 5.380
C 0.192 1.860 4.723
N 0.626 1.827 3.323
C 1.676 0.849 3.033
C 1.437 -0.602 3.599
C 2.204 -0.907 4.941
S 4.032 -0.754 4.791
H -0.268 0.899 5.092
H -0.648 2.612 4.772
H -0.148 1.793 2.667
H 1.711 0.744 1.908
H 2.707 1.193 3.312
H 0.345 -0.791 3.793
H 1.778 -1.379 2.862
H 1.946 -1.950 5.270
H 1.795 -0.226 5.724
H 4.525 -0.462 6.044
C -4.784 0.719 8.289
C -3.440 1.451 8.391
C -2.353 0.483 7.915
S -3.146 -0.626 6.752
O -3.142 -1.959 7.309
O -2.661 -0.349 5.422
C -4.791 0.052 6.918
H -5.628 1.401 8.406
H -4.852 -0.040 9.075
H -3.456 2.332 7.744
H -3.243 1.794 9.407
H -1.535 1.008 7.415
H -1.961 -0.115 8.737
H -5.530 -0.742 6.828
H -4.929 0.787 6.124
C -0.595 -4.914 1.228
C -1.752 -4.027 0.758
C -1.158 -2.675 0.353
S 0.525 -3.003 -0.169
O 1.424 -2.364 0.754
O 0.628 -2.811 -1.599
C 0.502 -4.754 0.181
H -0.900 -5.956 1.331
H -0.237 -4.568 2.201
H -2.238 -4.490 -0.107
H -2.510 -3.907 1.533
H -1.708 -2.222 -0.470
H -1.119 -1.986 1.197
H 1.481 -5.075 0.532
H 0.244 -5.276 -0.743
C 0.384 -0.316 -6.050
C 1.258 -1.106 -5.074
C 0.394 -2.225 -4.484
S -0.842 -2.608 -5.722
O -2.143 -2.250 -5.204
O -0.574 -3.912 -6.282
C -0.338 -1.358 -6.896
H 0.976 0.361 -6.667
H -0.344 0.283 -5.493
H 2.105 -1.540 -5.614
H 1.664 -0.469 -4.288
H 0.980 -3.117 -4.272
H -0.120 -1.899 -3.584
H -1.210 -0.963 -7.415
H 0.343 -1.826 -7.609
C 0.957 4.649 -8.373
C 2.011 5.312 -7.480
C 2.939 4.207 -6.967
S 2.915 2.916 -8.210
O 2.305 1.739 -7.638
O 4.192 2.869 -8.875
C 1.726 3.702 -9.287
H 0.390 5.384 -8.945
H 0.253 4.084 -7.756
H 2.586 6.033 -8.069
H 1.554 5.857 -6.653
H 3.960 4.564 -6.840
H 2.576 3.782 -6.032
H 1.095 2.948 -9.755
H 2.281 4.252 -10.048

Computed properties:
- energy above the lowest of the compared OMol25 structures with the same formula, charge and spin (kJ/mol) = 86.7
- E_tot (eV) = -98598.9628
- charge = -1
- HOMO energy (eV) = -3.80

=====

ORCA calculation (wB97M-V/def2-TZVPD) on a molecular structure, C21H42O21 at a distorted geometry.

Positions of all 84 atoms, in Å:
C 6.600 -2.828 -0.103
O 6.312 -1.423 0.173
C 5.081 -1.021 -0.019
O 4.082 -1.812 -0.394
O 4.900 0.294 0.281
C 3.797 0.950 -0.341
H 5.984 -3.119 -1.116
H 6.443 -3.557 0.723
H 7.725 -2.723 -0.386
H 2.971 0.466 -0.626
H 3.964 1.539 -1.214
H 3.642 1.774 0.457
C 5.212 0.265 3.202
O 5.109 1.619 2.758
C 6.022 2.578 3.013
O 7.099 2.441 3.734
O 5.590 3.852 2.652
C 6.441 5.019 2.722
H 5.339 0.194 4.130
H 5.744 -0.348 2.405
H 4.225 -0.113 3.210
H 7.650 4.620 2.346
H 6.508 5.414 3.735
H 5.778 5.707 1.933
C -5.818 0.408 4.398
O -6.395 -0.518 3.561
C -6.134 -0.554 2.289
O -5.381 0.210 1.615
O -6.808 -1.521 1.595
C -6.278 -1.610 0.229
H -6.096 0.343 5.395
H -6.204 1.503 4.102
H -4.658 0.367 4.398
H -6.622 -2.495 -0.305
H -5.236 -1.838 0.243
H -6.502 -0.699 -0.210
C 0.358 4.178 0.698
O -0.063 4.641 -0.597
C 0.348 4.062 -1.703
O 1.110 3.160 -1.770
O -0.014 4.618 -2.799
C 0.357 4.041 -4.114
H 0.252 3.156 0.921
H -0.031 4.665 1.617
H 1.374 4.236 0.638
H -0.326 3.165 -4.151
H 1.434 4.124 -4.354
H 0.129 4.979 -5.087
C -3.034 0.642 -3.703
O -1.871 0.300 -2.724
C -1.207 -0.913 -2.885
O -1.376 -1.759 -3.787
O -0.427 -1.191 -1.849
C 0.036 -2.418 -1.608
H -3.907 -0.184 -3.471
H -2.624 0.087 -4.659
H -3.118 1.709 -3.862
H -0.720 -3.107 -1.719
H 0.315 -2.422 -0.544
H 0.816 -2.567 -2.236
C -2.449 -3.729 0.647
O -2.402 -4.630 -0.525
C -3.191 -4.499 -1.683
O -4.113 -3.738 -1.527
O -2.768 -5.080 -2.732
C -3.599 -5.096 -3.926
H -3.371 -3.675 1.011
H -2.324 -2.761 0.158
H -1.648 -3.838 1.072
H -3.004 -5.643 -4.804
H -4.124 -4.390 -4.337
H -4.435 -5.633 -3.827
C -2.837 1.368 0.406
O -1.431 1.183 0.532
C -0.834 0.172 1.133
O -1.497 -0.763 1.557
O 0.429 0.116 1.169
C 1.074 -0.904 1.860
H -2.852 2.204 -0.247
H -3.409 1.653 1.248
H -3.118 0.483 -0.122
H 0.662 -2.112 1.840
H 1.198 -0.458 2.806
H 2.146 -0.817 1.452

Computed properties:
- energy above the lowest of the compared OMol25 structures with the same formula, charge and spin (kJ/mol) = 1357.9
- E_tot (eV) = -65441.7645
- charge = 0
- HOMO energy (eV) = -10.02

=====

| no. | Kohn-Sham gap (eV) |
| --- | --- |
| 1 | 5.718 |
| 2 | 5.405 |
| 3 | 10.578 |